Entry 1
{"formula": "C4H6N2O", "method": "wB97M-V/def2-TZVPD", "species": ["C", "O", "C", "C", "N", "C", "N", "H", "H", "H", "H", "H", "H"], "positions_angstrom": [[-2.069, 0.018, -0.293], [-1.182, 0.917, -0.285], [0.153, 0.646, -0.286], [1.183, 1.584, -0.403], [2.330, 0.916, -0.275], [1.935, -0.373, -0.081], [0.626, -0.602, -0.093], [-3.091, 0.358, -0.185], [-1.249, -2.086, 1.565], [-1.781, -1.022, -0.403], [1.122, 2.650, -0.587], [2.652, -1.166, 0.101], [-0.629, -1.839, 1.224]], "lumo_ev": [-0.91, -1.75], "spin_multiplicity": 1, "orbital_gap_ev": [7.70, 6.51], "homo_energy_ha": [-0.31668, -0.30388]}



Entry 2
{"formula": "C4H6N2O", "method": "wB97M-V/def2-TZVPD", "species": ["N", "C", "C", "C", "N", "C", "O", "H", "H", "H", "H", "H", "H"], "positions_angstrom": [[1.771, 0.714, -0.430], [0.479, 0.152, -0.237], [-0.399, -0.377, -1.229], [-1.612, -0.573, -0.563], [-1.426, -0.285, 0.772], [-0.124, 0.086, 0.969], [0.444, 0.275, 2.174], [1.591, 1.695, -0.634], [2.200, 0.358, -1.282], [0.340, -1.197, -1.387], [-2.615, -0.796, -0.913], [-2.102, -0.383, 1.513], [1.380, 0.404, 1.929]], "smiles": "Nc1cc[nH]c1O", "lumo_ev": 0.88, "spin_multiplicity": 1, "orbital_gap_ev": 8.49, "homo_energy_ha": -0.27971}



Entry 3
{"formula": "C4H6N2O", "method": "wB97M-V/def2-TZVPD", "species": ["C", "C", "N", "N", "C", "H", "H", "H", "H", "C", "O", "H", "H"], "positions_angstrom": [[-1.620, 0.182, 0.075], [-0.406, 0.232, -0.639], [0.123, -0.972, -0.808], [-0.747, -1.797, -0.211], [-1.807, -1.156, 0.332], [-2.256, 1.005, 0.367], [0.102, 1.102, -1.034], [-0.561, -2.787, -0.211], [-2.594, -1.690, 0.845], [2.447, 1.466, 0.318], [1.842, 1.820, 1.297], [2.865, 2.196, -0.406], [2.612, 0.399, 0.076]], "smiles": "c1cn[nH]c1.C=O", "lumo_ev": 1.03, "spin_multiplicity": 1, "orbital_gap_ev": 10.52, "homo_energy_ha": -0.34896}



Computed relative energies in units of hartree: entry 1 0.0942; entry 2 0.0384; entry 3 0.0000